37
Properties=species:S:1:pos:R:3:forces:R:3:lowdin_charge:R:1 method="wB97M-V/def2-TZVPD" total_charge=-1 spin_multiplicity=1 lumo_ev=2.89 relative_energy_ev=4.404 homo_energy_ev=-5.49 fmax_ev_per_a=4.7 orbital_gap_ev=8.37
C -1.4957 -1.7465 0.0276 -2.59 -1.98 -3.46 -0.285
C -1.5285 -1.3093 -1.5236 0.34 2.26 1.40 -0.145
C -0.1585 -1.1538 -2.1015 1.88 -1.85 1.79 -0.265
O 0.6486 -0.1496 -1.4811 -0.16 -0.17 1.71 -0.142
N -0.8079 -0.9869 0.9534 0.86 -0.17 0.51 -0.016
C -1.4342 -0.4360 1.9577 -2.51 0.64 -0.87 -0.607
O -2.9074 -0.3833 1.7517 0.74 -0.64 1.12 -0.046
O -1.0357 0.1369 2.9509 0.68 0.12 0.33 0.016
H -2.5872 -1.9348 0.1160 0.34 0.78 1.01 0.100
H -1.2323 -2.8413 -0.0352 0.82 0.59 0.22 0.105
H -2.2126 -2.0419 -1.9770 0.42 0.53 -0.43 0.110
H -1.8072 -0.2246 -1.6405 -1.21 -0.99 0.49 0.119
H 0.0117 -0.7580 -3.0613 -0.82 -0.89 -2.08 0.104
H 0.3357 -2.1157 -1.8357 0.26 0.18 -1.20 0.112
H 1.0137 0.5196 2.0455 0.06 0.39 -0.06 0.033
H -3.2660 -0.5279 2.6513 0.30 0.47 -0.66 0.082
H 0.9189 -1.9509 0.4894 0.34 -0.62 0.13 -0.021
H 0.9078 -3.3977 0.1815 -0.14 -0.59 -0.10 0.016
O 1.5157 -2.7345 0.4975 -0.14 0.69 -0.13 -0.062
H 0.3219 2.6847 -1.8844 0.10 -0.46 0.15 -0.011
H 0.4437 1.2459 -2.5201 0.19 -0.12 0.97 -0.030
O 0.2405 2.1645 -2.6870 -0.33 1.03 -1.32 -0.068
H 0.9887 -0.8283 1.5889 0.36 0.65 -0.26 -0.016
H 1.4562 3.0496 0.2992 -1.32 0.11 -0.34 0.044
O 1.5959 -0.0533 1.5229 -0.10 -0.17 0.61 -0.097
H 0.6547 -0.2770 -0.5059 -0.10 0.48 -0.35 0.059
H 0.5898 4.3300 -0.4928 -0.45 -1.26 0.56 0.027
O 1.3717 3.9068 -0.1303 1.71 1.09 -0.21 -0.057
H 3.1104 -0.5074 -0.9039 -0.27 -0.07 0.11 0.002
H 2.7670 0.8785 -1.5507 1.88 -1.58 1.63 0.072
O 3.4747 0.3766 -0.9884 -1.43 1.73 -1.76 -0.108
H 1.9017 -0.3486 3.8769 0.14 0.60 0.23 0.013
H 1.4458 -1.6055 3.3746 -0.28 -0.47 0.20 0.015
O 1.4370 -1.1173 4.2059 0.36 -0.41 -0.07 -0.066
H -2.3818 2.6550 -1.4166 0.04 -0.17 0.60 0.031
H -2.1756 3.9104 -0.4298 -0.32 -0.72 0.18 0.034
O -2.1210 3.5714 -1.3251 0.36 0.98 -0.63 -0.053


71
Properties=species:S:1:pos:R:3:forces:R:3:lowdin_charge:R:1 method="wB97M-V/def2-TZVPD" s2=0.771 total_charge=+3 spin_multiplicity=2 lumo_ev="-8.98 / -11.45" relative_energy_ev=0.000 homo_energy_ev="-15.60 / -15.60" fmax_ev_per_a=6.8 orbital_gap_ev="6.62 / 4.15"
Ti 0.8629 -0.0272 0.6607 4.69 0.23 -4.92 0.368
P 1.1104 0.9733 2.7033 -0.25 4.08 4.69 0.763
P 0.6685 -2.2755 1.1318 -1.06 -6.45 1.56 0.787
P -1.4432 0.1803 0.6285 -5.01 0.66 -0.06 0.757
H 1.5110 0.2871 -2.1027 0.01 -0.31 0.47 0.064
C 0.7113 0.5931 -1.4254 -0.33 1.24 0.82 -0.249
C 0.9317 1.7508 -0.5702 -0.62 0.29 -0.64 -0.281
H 1.8876 2.2645 -0.6220 0.09 -0.17 0.23 0.066
C 2.7732 1.5126 3.3258 0.23 -0.28 -0.56 -0.218
C 0.5168 0.2116 4.2917 -0.14 -0.60 -0.59 -0.217
C 0.2781 2.6250 2.8456 -0.02 -0.13 -0.13 -0.233
C 0.3861 -3.4847 -0.2560 0.07 0.72 -0.46 -0.205
C 2.0507 -3.1876 1.9787 0.33 0.53 -0.05 -0.230
C -0.6613 -2.9072 2.2697 -0.10 0.45 -0.01 -0.233
C -2.1818 1.7287 -0.0668 0.38 0.03 -0.02 -0.232
C -2.4822 0.0925 2.1604 0.41 -0.05 0.07 -0.217
C -2.3625 -1.0258 -0.4322 0.42 -0.16 0.00 -0.245
H -0.2589 0.4815 -1.9132 0.08 0.04 0.21 0.037
H 0.1205 2.4602 -0.4316 0.20 -0.06 -0.09 0.030
H 3.2902 2.0793 2.5458 -0.01 -0.06 0.11 0.064
H 3.3766 0.6385 3.5813 -0.04 0.23 0.07 0.036
H 2.6726 2.1437 4.2171 -0.24 -0.19 -0.25 0.074
H 1.0754 -0.7129 4.4695 -0.08 0.06 0.12 0.045
H -0.5424 -0.0438 4.2094 0.09 0.02 0.12 0.028
H 0.6563 0.8827 5.1488 0.07 -0.02 -0.41 0.075
H 0.6760 3.2779 2.0636 -0.02 -0.05 0.11 0.057
H 0.4426 3.0863 3.8271 -0.01 -0.17 -0.20 0.068
H -0.7973 2.5228 2.6785 0.11 0.05 0.05 0.022
H 0.3157 -4.5191 0.1035 0.08 0.39 0.19 0.075
H 1.2037 -3.4080 -0.9763 -0.04 -0.07 0.02 0.059
H -0.5362 -3.2219 -0.7797 0.11 -0.11 0.03 0.033
H 1.7766 -4.2345 2.1530 -0.18 0.31 -0.11 0.074
H 2.2591 -2.7089 2.9404 -0.03 -0.21 -0.02 0.044
H 2.9639 -3.1649 1.3804 -0.12 -0.03 0.01 0.051
H -0.5671 -3.9904 2.4087 0.12 0.26 -0.12 0.073
H -1.6548 -2.6982 1.8673 0.13 -0.08 0.09 0.027
H -0.5717 -2.4141 3.2415 -0.05 -0.12 -0.04 0.043
H -3.2738 1.6462 -0.0610 0.21 -0.09 0.12 0.052
H -1.8419 1.8851 -1.0933 -0.03 0.00 0.10 0.043
H -1.8837 2.5927 0.5326 -0.08 -0.09 -0.07 0.055
H -3.5473 0.1128 1.9037 0.26 -0.01 -0.05 0.072
H -2.2612 0.9511 2.7998 -0.08 -0.10 -0.06 0.042
H -2.2679 -0.8162 2.7239 -0.12 0.11 -0.01 0.026
H -3.4251 -0.7663 -0.5002 0.24 0.03 0.19 0.039
H -2.2727 -2.0364 -0.0285 -0.12 0.10 -0.10 0.026
H -1.9195 -1.0172 -1.4314 -0.09 -0.05 0.04 0.043
C -4.4524 1.1315 -4.6627 -0.08 -0.51 1.85 -0.526
C -4.8448 0.2599 -5.6867 -0.33 -0.62 -1.54 -0.044
C -4.7695 0.6692 -7.0167 -0.36 -1.11 0.96 0.005
C -4.3056 1.9439 -7.3423 0.01 0.07 -0.11 0.039
C -3.9152 2.8109 -6.3209 0.24 0.39 1.38 0.001
C -3.9860 2.4127 -4.9880 0.46 1.34 -0.93 -0.059
S -4.5183 0.6857 -2.9482 -0.01 0.48 -1.93 1.014
H -5.0006 -0.5562 -3.1331 -0.03 0.01 -0.01 -0.061
H -5.2078 -0.7354 -5.4458 0.02 0.14 -0.10 0.124
H -5.0771 -0.0168 -7.8012 0.04 0.11 0.14 0.138
H -4.2489 2.2580 -8.3800 -0.01 -0.03 0.11 0.144
H -3.5519 3.8066 -6.5594 -0.07 -0.16 0.05 0.136
H -3.6801 3.0941 -4.1990 -0.06 -0.04 -0.14 0.123
C 6.2848 -1.0529 1.7896 0.86 -0.29 0.55 0.032
N 5.1068 -0.6160 1.0507 -1.22 -0.40 1.04 -0.086
C 5.0879 -0.0386 -0.1570 -0.47 1.03 -1.96 -0.014
C 3.7755 0.2275 -0.4757 1.77 0.23 -0.80 -0.101
N 2.9709 -0.1892 0.5342 0.66 -0.80 1.06 -0.075
C 3.8256 -0.6990 1.4481 0.10 -0.01 -0.05 -0.178
H 6.8325 -1.8192 1.2025 -0.38 0.51 0.36 0.120
H 6.9518 -0.1844 1.9741 -0.46 -0.57 -0.15 0.121
H 5.9909 -1.4909 2.7677 0.09 0.33 -0.74 0.113
H 5.9610 0.1822 -0.7571 0.00 -0.15 0.28 0.153
H 3.4680 0.7062 -1.3875 -0.31 -0.03 0.08 0.113
H 3.5374 -1.1090 2.3930 0.07 -0.10 0.12 0.108


15
Properties=species:S:1:pos:R:3:forces:R:3:lowdin_charge:R:1 method="wB97M-V/def2-TZVPD" total_charge=0 spin_multiplicity=1 lumo_ev=0.85 relative_energy_ev=0.099 homo_energy_ev=-11.47 smiles=CC(C)CC#N fmax_ev_per_a=1.5 orbital_gap_ev=12.32
C -0.3872 -0.1444 -1.4595 -0.15 0.01 0.00 -0.082
C 0.5337 -0.2578 -0.2384 -0.14 -0.08 0.05 -0.431
C 1.0905 1.1120 0.1746 -0.05 -0.04 0.07 -0.079
C -0.2455 -0.9156 0.9251 0.18 -0.03 -0.01 -0.168
C -1.5142 -0.2598 1.2231 -0.94 0.45 1.05 -0.251
N -2.4855 0.2012 1.6486 0.73 -0.27 -0.68 0.149
H -0.6328 -1.1272 -1.8816 0.04 0.14 0.15 0.081
H 0.0714 0.4471 -2.2635 -0.14 -0.07 0.27 0.080
H -1.3398 0.3293 -1.1433 0.51 -0.10 -0.37 0.081
H 1.3720 -0.9373 -0.4410 -0.11 0.18 -0.12 0.131
H 0.2758 1.8130 0.3937 0.08 -0.11 -0.03 0.085
H 1.7086 1.5600 -0.6136 -0.18 -0.20 0.09 0.079
H 1.7118 1.0298 1.0733 -0.08 0.01 -0.10 0.077
H 0.3293 -0.8804 1.8579 0.04 -0.04 -0.17 0.124
H -0.4880 -1.9699 0.7444 0.21 0.15 -0.20 0.125


36
Properties=species:S:1:pos:R:3:forces:R:3:lowdin_charge:R:1 method="wB97M-V/def2-TZVPD" total_charge=0 spin_multiplicity=1 lumo_ev=-0.94 relative_energy_ev=16.944 homo_energy_ev=-8.25 smiles="N#Cc1cc([N+](=O)[O-])ccc1NCCN1CCOCC1" fmax_ev_per_a=18.1 orbital_gap_ev=7.31
N 0.5427 3.3723 -1.6907 9.11 11.21 -10.91 0.229
C 0.0303 2.7039 -1.0673 -7.31 -8.32 8.11 -0.288
C -0.6643 1.9553 -0.2089 -8.94 -3.71 -1.27 -0.213
C -2.0698 1.4569 -0.4989 -0.21 0.87 -0.52 0.153
C -2.7486 0.4122 0.2060 5.53 4.22 2.70 -0.161
N -4.0662 0.1993 0.0641 -5.29 -5.85 -1.31 -0.340
O -4.6698 0.5367 -0.9378 0.39 1.76 -0.13 0.069
O -4.6345 -0.7555 0.7592 1.95 2.83 -0.23 -0.003
C -2.1890 0.0012 1.5458 5.62 4.86 -5.29 0.046
C -0.9383 0.3373 1.9526 -6.06 5.20 -13.67 0.147
C -0.1624 1.3587 0.8221 1.94 -2.88 6.53 -0.153
N 1.0682 1.7954 1.1408 -0.83 -5.90 6.54 0.056
C 2.1718 0.8060 1.6916 -3.38 3.15 1.17 -0.067
C 2.5182 0.0757 0.4212 -0.94 -6.72 5.04 -0.162
N 1.5048 -0.7664 -0.2762 2.29 10.29 1.69 -0.188
C 1.0795 -1.7831 0.3870 -1.58 -8.88 -1.96 -0.233
C -0.2839 -2.3464 -0.2799 4.99 1.27 -6.55 -0.132
O -0.7927 -1.3056 -1.0658 -0.49 2.66 -0.64 -0.212
C 0.2312 -0.7226 -2.2226 -5.64 -1.07 3.82 -0.009
C 1.5065 -0.6104 -1.7001 -0.22 7.84 3.48 -0.149
H -2.5887 2.0731 -1.3100 0.45 -1.49 1.07 0.153
H -2.7065 -0.6178 2.0074 -4.87 -5.35 4.51 0.025
H -0.3669 0.1996 2.6300 6.32 -2.29 9.03 -0.029
H 1.5187 2.3837 0.6201 2.59 4.38 -4.09 0.033
H 2.9081 1.6234 2.1306 -0.86 -2.48 -0.92 0.157
H 1.6416 0.1890 2.6016 1.81 1.32 -2.50 0.154
H 3.1829 0.4333 -0.1747 3.20 3.81 -4.26 0.050
H 3.3503 -0.6286 0.8662 -1.17 -0.08 -0.44 0.153
H 1.8405 -2.6497 0.1059 -0.93 0.30 1.46 0.150
H 0.9294 -1.7391 1.4044 0.09 0.66 2.31 0.087
H -0.9597 -2.7861 0.3409 -2.00 -1.07 1.58 0.080
H 0.0144 -2.9859 -1.3178 -0.23 -0.30 3.52 0.166
H -0.3255 0.1457 -2.4277 -0.34 0.96 -0.72 0.109
H 0.0876 -1.5221 -2.7972 -0.43 -2.62 -3.47 0.080
H 2.1116 -1.3063 -1.8131 5.86 -6.33 -3.80 0.057
H 1.9284 0.4669 -1.9088 -0.42 -2.26 0.14 0.186


97
Properties=species:S:1:pos:R:3:forces:R:3:lowdin_charge:R:1 method="wB97M-V/def2-TZVPD" total_charge=0 spin_multiplicity=1 lumo_ev=-0.27 relative_energy_ev=0.000 homo_energy_ev=-8.23 fmax_ev_per_a=2.5 orbital_gap_ev=7.96
C 2.3332 0.2961 1.3230 -0.71 0.29 -0.06 0.144
C 1.6868 -0.6246 0.9053 0.36 -0.10 -0.19 -0.116
C 0.8583 -1.6100 0.2267 -0.21 0.34 0.07 -0.094
C 0.0675 -0.8991 -0.9097 -0.14 0.64 -1.26 -0.412
C 1.0236 -0.6804 -2.0538 0.27 0.63 0.03 -0.083
C 2.0215 0.2491 -2.0539 -0.48 -0.31 0.06 0.064
C -1.1310 -1.7207 -1.3821 0.03 0.28 0.42 -0.099
C -2.2395 -0.9074 -2.0126 -0.65 -0.63 0.93 -0.305
F -1.7765 -0.4069 -3.2240 -0.12 0.35 -0.19 0.004
C -2.8088 0.2229 -1.1380 1.43 -0.16 -0.51 -0.130
S -1.7284 0.5136 0.2360 -1.36 1.09 1.74 0.612
O -1.8971 -0.4714 1.2693 0.23 -0.78 -0.46 -0.258
O -1.9645 1.8520 0.7054 0.35 0.36 -0.60 -0.282
O -0.3227 0.4496 -0.4136 -0.42 -0.31 -0.16 -0.167
H 2.5589 1.2797 1.6580 0.61 -0.14 0.24 0.054
H 1.4711 -2.4028 -0.2020 -0.07 -0.15 0.02 0.120
H 0.1457 -2.0259 0.9391 -0.01 -0.14 -0.01 0.122
H 0.8829 -1.3324 -2.9137 1.08 -1.31 0.76 0.112
H 3.0529 -0.0954 -2.0774 0.08 0.27 -1.95 0.087
H 1.8194 1.3175 -2.0067 0.22 -0.38 1.87 0.032
H -1.5427 -2.3150 -0.5687 -0.14 0.03 0.04 0.131
H -0.8064 -2.4102 -2.1511 0.26 -0.09 0.06 0.094
H -3.0470 -1.6099 -2.2025 -0.05 0.07 -0.44 0.137
H -2.7430 1.1386 -1.7157 -0.23 0.12 0.02 0.104
H -3.8246 0.0630 -0.8041 -0.01 -0.04 0.20 0.113
O 1.9793 -1.5666 4.1390 -0.15 -0.13 -0.05 -0.070
H 2.3228 -1.2251 3.3016 -0.04 0.00 0.01 -0.007
H 1.3873 -0.8647 4.4353 -0.02 -0.01 0.05 0.032
O -2.5037 -3.9928 -2.4898 -0.44 -0.12 0.12 -0.035
H -3.1707 -3.9901 -3.1871 0.16 -0.07 -0.17 0.080
H -2.8290 -4.6487 -1.8618 0.01 -0.02 -0.01 0.080
O -0.0024 -5.1989 -2.9196 0.31 -0.04 0.02 -0.050
H 0.3490 -4.8693 -3.7553 0.03 0.08 0.03 0.060
H -0.6299 -4.5194 -2.6284 -0.20 -0.18 -0.27 0.003
O 1.6906 3.2990 -1.7381 0.02 0.51 -0.14 -0.053
H 1.6996 4.1286 -2.2294 -0.08 0.04 0.07 0.056
H 1.4440 3.5525 -0.8426 -0.03 -0.13 0.03 0.057
O -1.2250 -2.2916 -5.2946 0.08 -0.10 0.03 -0.051
H -1.0515 -1.6932 -6.0327 0.09 -0.04 -0.11 0.030
H -1.5188 -1.7226 -4.5743 0.04 0.08 -0.03 0.006
O -1.2188 -0.7000 4.6409 -0.24 0.17 -0.04 -0.048
H -1.7928 -0.4065 3.9222 0.23 -0.10 -0.24 0.020
H -1.1101 -1.6421 4.4744 0.07 -0.02 0.06 0.047
O 4.3816 -0.1149 4.2191 0.48 0.01 0.06 -0.075
H 3.9965 -0.8879 4.6496 -0.22 0.06 -0.08 0.020
H 4.6211 0.4675 4.9489 -0.27 0.12 0.00 -0.004
O 3.5566 2.1275 6.1555 0.03 -0.23 0.00 -0.063
H 3.7266 2.8874 5.5859 0.06 0.11 0.14 0.026
H 3.2128 2.5249 6.9606 -0.02 0.10 -0.05 0.034
O 6.6012 2.5370 6.0863 0.14 -0.04 0.04 -0.062
H 6.0623 2.1282 6.7716 -0.16 0.05 -0.09 0.022
H 6.8103 1.8139 5.4865 0.04 0.04 -0.04 0.032
O -4.9677 1.7170 -2.3714 -0.25 0.21 0.03 -0.050
H -4.8265 2.4400 -2.9911 -0.05 -0.07 -0.10 0.064
H -5.2920 2.1457 -1.5659 0.16 -0.03 0.20 0.031
O -1.3445 -4.9140 -6.7870 0.24 0.17 -0.13 -0.072
H -1.7287 -5.5528 -6.1736 0.04 -0.18 0.06 -0.010
H -1.0522 -4.1874 -6.2242 -0.25 0.11 0.10 -0.020
O 2.3851 2.3200 -4.6501 0.12 -0.01 -0.03 -0.059
H 2.3978 3.1444 -5.1467 -0.06 0.00 -0.02 0.032
H 2.1387 2.5894 -3.7576 -0.03 -0.14 0.00 -0.010
O 0.0615 -1.7615 -8.1128 -0.09 -0.12 0.27 -0.050
H -0.2447 -2.6762 -8.0639 -0.03 -0.01 -0.15 0.032
H 0.9884 -1.8081 -7.8560 0.01 0.04 -0.03 0.047
O 3.8669 5.0682 6.4740 0.00 -0.17 -0.38 -0.060
H 4.7423 5.2754 6.8141 0.01 -0.05 0.03 0.042
H 3.3540 5.8606 6.6592 -0.02 -0.03 0.14 0.026
O -2.6394 2.1240 5.5963 -0.14 0.15 -0.26 -0.039
H -3.2665 2.4975 4.9672 -0.11 -0.03 0.08 0.050
H -2.4968 1.2238 5.2812 0.24 -0.08 0.22 0.022
O -1.0250 4.5857 5.1083 -0.08 0.07 -0.20 -0.062
H -1.5125 3.7792 5.3302 0.09 -0.13 0.17 -0.008
H -0.5975 4.3656 4.2760 0.11 -0.09 0.07 0.018
O -0.9100 6.3390 1.8057 0.06 -0.14 -0.04 -0.053
H -1.2540 5.4990 1.4859 -0.03 0.01 -0.02 0.026
H -0.5695 6.1380 2.6834 -0.07 0.13 0.06 0.020
O 3.4260 6.3394 8.8511 0.04 0.18 0.29 -0.052
H 3.0447 5.5736 9.2917 -0.01 -0.05 -0.10 0.048
H 3.6846 6.9269 9.5684 -0.04 0.05 -0.03 0.046
O -5.2246 2.5610 0.6960 0.05 0.14 -0.17 -0.049
H -4.3307 2.7866 0.9855 0.09 -0.18 -0.10 0.028
H -5.7446 3.3504 0.8787 -0.05 -0.04 0.05 0.048
O 2.4631 -4.8278 -0.6320 -0.34 0.34 -0.17 -0.066
H 1.8049 -4.8301 -1.3381 -0.03 -0.04 -0.07 0.002
H 2.1488 -5.4946 -0.0118 0.26 -0.11 0.03 0.025
O -0.0768 3.6274 -5.1427 -0.16 0.13 -0.11 -0.065
H -0.7464 4.0354 -5.7003 0.00 0.01 0.02 0.037
H 0.0286 2.7348 -5.4905 0.14 -0.04 0.13 0.033
O -7.3921 -0.0230 -2.9016 0.03 -0.13 0.10 -0.068
H -6.5171 0.2488 -2.5960 -0.01 0.16 -0.17 -0.010
H -7.9457 0.7478 -2.7512 -0.02 0.00 -0.02 0.029
O -1.8903 -6.8249 -4.6328 -0.01 -0.05 0.13 -0.056
H -1.2066 -6.5410 -4.0088 0.02 0.15 0.12 0.010
H -1.7965 -7.7805 -4.6852 -0.05 -0.01 -0.09 0.053
O 3.5625 -7.3152 0.0832 0.03 -0.33 0.09 -0.059
H 4.3934 -6.8831 -0.1376 -0.05 0.13 0.04 0.044
H 3.2291 -7.6260 -0.7638 0.00 0.01 -0.01 0.038


Number 1: E -972.77011 hartree. Number 2: E -3206.18855 hartree. Number 3: E -250.66331 hartree. Number 4: E -949.14005 hartree. Number 5: E -2907.67642 hartree.